Record 1
{"formula": "C5H6O", "method": "ωB97M-V with the def2-TZVPD basis set", "orbital_gap_ev": 10.685, "charge": 0, "smiles": "C#CC(=O)CC", "homo_ha": -0.380, "lumo_energy_ev": 0.34, "species": ["C", "C", "C", "O", "C", "C", "H", "H", "H", "H", "H", "H"], "positions_angstrom": [[-2.369, -1.078, -0.896], [-1.198, -1.007, -1.174], [0.152, -0.515, -0.916], [1.027, -0.333, -1.729], [0.257, -0.152, 0.562], [1.248, 0.986, 0.713], [-3.396, -1.092, -0.610], [-0.753, 0.068, 0.918], [0.575, -1.053, 1.106], [1.708, 1.010, 1.701], [0.777, 1.954, 0.512], [2.009, 0.825, -0.053]]}

Record 2
{"formula": "C5H6O", "method": "ωB97M-V with the def2-TZVPD basis set", "orbital_gap_ev": 10.325, "charge": 0, "smiles": "CC#CCC=O", "homo_ha": -0.351, "lumo_energy_ev": 0.79, "species": ["C", "C", "C", "C", "C", "O", "H", "H", "H", "H", "H", "H"], "positions_angstrom": [[2.027, -0.299, 0.466], [1.090, 0.633, -0.130], [0.014, 1.131, -0.366], [-1.304, 0.650, 0.134], [-1.712, -0.407, -0.864], [-1.470, -1.580, -0.717], [2.044, -0.132, 1.549], [3.031, -0.249, 0.056], [1.597, -1.295, 0.299], [-2.048, 1.429, 0.280], [-1.088, 0.138, 1.080], [-2.181, -0.019, -1.787]]}

Record 3
{"formula": "C5H6O", "method": "ωB97M-V with the def2-TZVPD basis set", "orbital_gap_ev": 10.421, "charge": 0, "smiles": "C=C1O/C1=C\\C", "homo_ha": -0.348, "lumo_energy_ev": 0.95, "species": ["C", "C", "O", "C", "C", "C", "H", "H", "H", "H", "H", "H"], "positions_angstrom": [[2.925, 0.436, -0.023], [1.687, 0.099, 0.090], [1.035, -1.118, -0.020], [0.135, -0.037, 0.081], [-1.071, 0.388, 0.246], [-2.391, -0.481, -0.051], [3.560, -0.417, -0.263], [3.202, 1.526, -0.080], [-1.246, 1.438, 0.415], [-2.920, 0.287, -0.482], [-2.838, -0.855, 0.822], [-2.079, -1.266, -0.735]]}

Record 4
{"formula": "C5H6O", "method": "ωB97M-V with the def2-TZVPD basis set", "orbital_gap_ev": [7.742, 7.740], "charge": 0, "homo_ha": [-0.321, -0.321], "lumo_energy_ev": [-1.00, -1.00], "species": ["O", "C", "C", "C", "C", "C", "H", "H", "H", "H", "H", "H"], "positions_angstrom": [[2.460, -0.586, -0.134], [1.293, -0.279, -0.177], [0.069, -1.177, -0.288], [-0.950, -0.095, -0.550], [-0.419, 1.127, -0.879], [0.778, 1.133, -0.142], [-0.094, -1.699, 0.661], [0.098, -1.932, -1.088], [-1.997, -0.222, -0.278], [-0.346, 0.641, 2.218], [-0.994, 2.001, -1.172], [0.101, 1.087, 1.828]]}

Record 5
{"formula": "C5H6O", "method": "ωB97M-V with the def2-TZVPD basis set", "orbital_gap_ev": 9.017, "charge": 0, "homo_ha": -0.352, "lumo_energy_ev": -0.55, "species": ["O", "C", "C", "C", "C", "C", "H", "H", "H", "H", "H", "H"], "positions_angstrom": [[-1.265, 1.972, 0.349], [-0.698, 0.919, 0.171], [-1.285, -0.296, -0.526], [0.551, -1.023, 0.862], [1.446, -0.372, -0.127], [0.616, 0.517, 0.738], [-2.372, -0.301, -0.488], [-0.936, -0.427, -1.555], [-0.906, -1.170, 0.060], [1.313, -0.432, -1.208], [2.485, -0.492, 0.185], [1.053, 1.104, 1.539]]}

Record 6
{"formula": "C5H6O", "method": "ωB97M-V with the def2-TZVPD basis set", "orbital_gap_ev": 10.566, "charge": 0, "smiles": "C#CCC(C)=O", "homo_ha": -0.355, "lumo_energy_ev": 0.91, "species": ["C", "C", "C", "C", "C", "O", "H", "H", "H", "H", "H", "H"], "positions_angstrom": [[-1.151, 1.413, -1.761], [-0.366, 1.283, -0.858], [0.469, 1.006, 0.313], [-0.072, -0.289, 0.934], [0.424, -1.600, 0.362], [-0.908, -0.248, 1.805], [-1.862, 1.530, -2.548], [1.524, 0.907, 0.033], [0.370, 1.807, 1.052], [0.550, -2.315, 1.179], [1.359, -1.495, -0.195], [-0.338, -2.000, -0.316]]}